Record 1
A molecular structure, C34H24BrClCrIN4O2 at a distorted geometry. Source: the OMol25 dataset; level of theory: wB97M-V/def2-TZVPD.

As for the charge: 0. For the HOMO-LUMO gap (spin up / spin down), the calculation gives 0.1843 / 0.1751 hartree. Its spin multiplicity is 4. As for the expectation value of S²: 3.859. Its energy above the lowest of the compared OMol25 structures with the same formula, charge and spin is 2.5 kcal per mole.

Positions of all 68 atoms, in Å:
Cr -0.07112 -1.28856 0.89596
Cl 2.50530 -0.61681 7.22368
C 1.66344 -1.17656 5.80746
C 0.92989 -2.33462 5.87754
C 0.25886 -2.81543 4.75205
I -0.90079 -4.55967 4.82328
C 0.30669 -2.15405 3.52725
O -0.27656 -2.54883 2.44181
C 1.06560 -0.93783 3.48434
N 1.06963 -0.32182 2.26741
C 1.74883 0.80348 2.14388
C 2.45922 1.37382 3.20655
C 2.47190 0.76821 4.43572
C 1.75399 -0.43601 4.60984
H 0.88370 -2.86828 6.81662
H 1.74355 1.26600 1.16335
H 2.99531 2.29742 3.03676
H 3.02145 1.18567 5.26760
O -2.84000 -5.29272 -2.74202
C -2.29739 -4.31561 -2.00284
C -2.94570 -3.11239 -1.72422
C -2.32292 -2.18904 -0.91971
N -1.10882 -2.38016 -0.38528
C -0.48082 -3.50532 -0.73735
Br 1.30437 -3.56218 -0.09541
C -1.01033 -4.50619 -1.50821
H -3.72526 -5.04251 -3.02819
H -3.92216 -2.89944 -2.13963
H -2.78930 -1.23891 -0.69714
H -0.44901 -5.39851 -1.74188
C 0.52072 -0.13288 -0.56312
C 0.96582 0.53497 -1.51109
C 1.41519 1.33163 -2.54729
C 0.90878 1.12708 -3.88702
C -0.21279 0.30271 -4.11573
C -0.68152 0.07076 -5.39446
C -0.05849 0.65215 -6.49323
C 1.04687 1.46769 -6.28876
C 1.52787 1.70282 -5.01336
C 2.37960 2.37573 -2.17584
C 2.29588 3.67962 -2.68230
C 3.14507 4.67420 -2.22343
C 4.10747 4.39633 -1.26222
C 4.22452 3.10182 -0.77258
C 3.37281 2.10639 -1.22194
H -0.70236 -0.14306 -3.25884
H -1.54449 -0.56887 -5.54292
H -0.42576 0.46544 -7.49453
H 1.53891 1.91943 -7.14228
H 2.40808 2.31563 -4.87124
H 1.53807 3.91282 -3.41949
H 3.05283 5.68069 -2.61439
H 4.76191 5.18073 -0.90291
H 4.99577 2.86612 -0.04784
H 3.46789 1.09269 -0.85171
N -5.26960 1.48133 2.70764
C -4.08814 0.89756 2.35593
C -3.85797 -0.47016 2.55114
C -2.66991 -1.02259 2.13628
N -1.68988 -0.32319 1.53445
C -1.90758 0.98983 1.35596
C -3.06232 1.62647 1.74080
H -5.88135 0.97799 3.32484
H -5.30940 2.48353 2.76171
H -4.59599 -1.09472 3.03773
H -2.47064 -2.07268 2.30461
H -1.11017 1.53289 0.86535
H -3.17723 2.68794 1.56284

These are the natural (NBO) partial charges, in e, on atoms 1 to 4: atom 1 (Cr): 0.88, atom 2 (Cl): -0.01, atom 3 (C): -0.09, atom 4 (C): -0.22

***

Record 2
A molecular structure, C34H24Cl2IrN9O2S2 at a distorted geometry. Source: the OMol25 dataset; level of theory: wB97M-V/def2-TZVPD.

As for the charge: +1. For the HOMO-LUMO gap (spin up / spin down), the calculation gives 0.2221 / 0.2018 hartree. Its spin multiplicity is 2. As for the expectation value of S²: 0.823.

Positions of all 74 atoms, in Å:
Ir -0.11835 0.37730 -0.13125
C 0.14335 -1.72690 3.61655
C -1.12935 -2.29590 3.76475
C -2.13975 -1.86200 2.95465
C -1.89375 -0.86950 1.97145
N -0.60885 -0.43560 1.74375
C 0.34455 -0.82880 2.59475
N -2.94485 -0.35150 1.36025
C -2.98275 0.59370 0.45035
N -1.88475 1.09530 -0.23835
C -2.31875 2.09240 -1.09715
N -1.54505 2.75690 -1.91595
C -0.29755 2.49100 -2.27355
C 0.34725 3.45290 -3.08795
C 1.60255 3.20940 -3.57685
C 2.20655 1.98360 -3.28495
C 1.54095 1.09590 -2.46815
N 0.33955 1.32260 -1.93885
C -3.72565 2.27170 -0.91795
C -4.64155 3.16680 -1.46415
C -5.95975 3.06710 -1.06525
C -6.37535 2.09190 -0.14995
C -5.48055 1.20460 0.40845
C -4.14585 1.30000 0.02605
H 0.95445 -1.98850 4.27485
H -1.30825 -3.04450 4.52015
H -3.14675 -2.23760 3.03385
H 1.32465 -0.39220 2.45405
H -0.18955 4.36690 -3.28475
H 2.11135 3.94020 -4.18495
H 3.18775 1.72880 -3.64925
H 2.00905 0.15340 -2.22145
H -4.31915 3.92140 -2.16215
H -6.68885 3.75720 -1.46265
H -7.41775 2.04300 0.12675
H -5.78435 0.45810 1.12435
N 5.57005 1.27020 5.50685
C 4.89585 1.12350 4.34405
C 3.66185 1.76550 4.14255
C 2.98465 1.61200 2.95305
C 3.51935 0.80780 1.95455
C 4.73605 0.16920 2.13145
C 5.41745 0.31590 3.31715
S 2.77455 0.82720 0.34425
O 3.80785 0.83130 -0.64545
O 1.82105 1.92170 0.33755
N 1.74705 -0.46420 0.06585
C 2.10685 -1.73990 0.06325
N 1.19375 -2.63730 -0.35315
C 1.44925 -3.92200 -0.30945
C 2.67305 -4.40080 0.13205
C 3.58795 -3.42140 0.50625
N 3.31525 -2.13510 0.48815
H 5.24605 1.91450 6.20415
H 6.49105 0.88170 5.61235
H 3.26775 2.41200 4.91185
H 2.06755 2.14650 2.76705
H 5.13565 -0.40320 1.31155
H 6.37805 -0.15490 3.45475
H 0.64715 -4.57190 -0.63415
H 2.88895 -5.45420 0.18055
H 4.58225 -3.68340 0.84535
Cl 0.45895 -1.66030 -3.78595
C -1.25905 -1.77290 -3.75475
C -1.98315 -1.73150 -4.93565
C -3.36245 -1.86770 -4.90475
C -4.02375 -2.02730 -3.69855
C -3.30195 -2.05360 -2.51815
Cl -4.09715 -2.22750 -1.00525
C -1.90495 -1.92610 -2.52435
S -1.07315 -2.04590 -0.98935
H -1.47015 -1.60480 -5.87445
H -3.92245 -1.85880 -5.82675
H -5.09225 -2.14330 -3.66425

These are the Mulliken partial charges, in e, on atoms 1 to 4: atom 1 (Ir): -0.08, atom 2 (C): -1.06, atom 3 (C): -0.57, atom 4 (C): -0.72

***

Record 3
A molecular structure, C34H25AsBrIMgN2OS5. Source: the OMol25 dataset; level of theory: wB97M-V/def2-TZVPD.

As for the charge: -2. For the HOMO-LUMO gap (spin up / spin down), the calculation gives 0.1867 / 0.1867 hartree. Its energy above the lowest of the compared OMol25 structures with the same formula, charge and spin is 0.0 kcal per mole.

Positions of all 71 atoms, in Å:
Mg -0.14100 -0.05984 0.60026
O -1.99973 -0.25169 7.07632
C -1.80359 -0.32759 5.87498
S -0.77526 -1.53272 5.11225
C -1.03699 -1.06220 3.42710
C -1.86871 -0.01540 3.22776
S -2.31054 0.69680 1.69971
S -2.56462 0.71244 4.67973
S -0.19479 -1.98315 2.20775
Br -1.21201 2.77614 -6.50389
C -1.12939 2.42659 -4.62156
C -1.18168 1.17345 -4.18765
C -1.14490 0.85709 -2.71396
C -0.66632 2.03658 -1.87800
C -0.74290 3.34845 -2.44181
C -0.99224 3.57265 -3.75160
N -0.18254 1.79468 -0.65472
C 0.30777 2.76148 0.13452
C 0.88583 2.49767 1.40648
C 1.41179 3.54487 2.19752
C 1.96999 3.26188 3.41928
C 2.01854 1.93887 3.87353
C 1.49469 0.96309 3.05129
N 0.95868 1.22086 1.85513
H -1.25487 0.34386 -4.87873
H -0.41311 0.05613 -2.59618
H -0.56622 4.21055 -1.81295
H -1.02112 4.57285 -4.15763
H 0.29264 3.79851 -0.16819
H 1.35121 4.56230 1.82891
H 2.36538 4.06364 4.03525
H 2.43605 1.68146 4.83753
H 1.48911 -0.08281 3.34438
S 0.45943 -1.91583 -1.41331
C 2.09697 -2.41169 -1.77665
C 2.32712 -3.66168 -2.38328
C 3.59982 -4.06205 -2.75571
C 4.69973 -3.23852 -2.52786
C 4.49896 -2.01216 -1.91077
C 3.22480 -1.60063 -1.53018
As 2.85022 0.06942 -0.61913
C 4.69682 0.46997 -0.04550
C 5.62022 1.27495 -0.70662
C 6.88951 1.48544 -0.17481
C 7.25379 0.89185 1.02623
C 6.34063 0.08400 1.69505
C 5.07470 -0.11691 1.16427
C 2.70849 1.24913 -2.17493
C 2.34754 0.75218 -3.42410
C 2.09609 1.61660 -4.48558
C 2.21219 2.98780 -4.31100
C 2.56338 3.49510 -3.06470
C 2.79204 2.63219 -2.00144
H 1.47267 -4.30501 -2.55903
H 3.73979 -5.03144 -3.22504
H 5.69582 -3.54782 -2.82405
H 5.34959 -1.36844 -1.72043
H 5.35965 1.72718 -1.65461
H 7.59699 2.11348 -0.70505
H 8.24119 1.05973 1.44143
H 6.61421 -0.38143 2.63489
H 4.36024 -0.73647 1.69604
H 2.23413 -0.31715 -3.56001
H 1.78222 1.21698 -5.44351
H 1.99479 3.66147 -5.13266
H 2.62840 4.56735 -2.91329
H 3.01724 3.03582 -1.02054
I -4.16685 0.13840 -3.47024
C -2.47123 0.25765 -2.13588
H -2.84201 0.85152 -1.30876
H -2.33753 -0.76902 -1.80055

These are the Mulliken partial charges, in e, on atoms 1 to 4: atom 1 (Mg): 1.74, atom 2 (O): -0.67, atom 3 (C): 0.60, atom 4 (S): -0.19

***

Record 4
A molecular structure, C34H25AsCl2CsF3O5S2Te. Source: the OMol25 dataset; level of theory: wB97M-V/def2-TZVPD.

As for the charge: -2. For the HOMO-LUMO gap, the calculation gives 0.2155 hartree. Its energy above the lowest of the compared OMol25 structures with the same formula, charge and spin is 0.0 kcal per mole.

Positions of all 74 atoms, in Å:
Cs -0.21804 -0.77651 -0.00825
S 1.14139 1.17988 2.38910
C 2.64164 0.89295 3.19800
C 2.77070 1.08877 4.58461
C 3.94784 0.81338 5.25289
C 5.05739 0.33353 4.56460
C 4.96152 0.14984 3.19115
C 3.78464 0.42834 2.50876
As 3.61971 0.22162 0.57339
C 5.55323 0.24127 0.15555
C 6.37033 -0.88072 0.05144
C 7.72002 -0.75599 -0.24957
C 8.27857 0.49711 -0.44782
C 7.47572 1.62538 -0.34994
C 6.12587 1.49469 -0.05879
C 3.36820 -1.72930 0.42486
C 3.26567 -2.58145 1.51476
C 3.12224 -3.94896 1.31731
C 3.09715 -4.47070 0.03357
C 3.19623 -3.62298 -1.06245
C 3.30954 -2.25672 -0.86518
H 1.90737 1.45373 5.12647
H 3.99786 0.97100 6.32545
H 5.98201 0.10929 5.08324
H 5.82623 -0.21564 2.64760
H 5.94729 -1.86628 0.21035
H 8.33622 -1.64476 -0.32449
H 9.33249 0.59448 -0.68021
H 7.89717 2.61158 -0.50617
H 5.50439 2.38253 0.00621
H 3.25839 -2.17193 2.51771
H 2.98655 -4.60338 2.16833
H 2.95057 -5.53272 -0.11374
H 3.14137 -4.02146 -2.06824
H 3.34616 -1.57944 -1.71408
Cl -5.17107 0.09847 -6.02920
C -3.90655 0.27389 -4.83752
C -2.57393 0.17350 -5.24274
C -1.57670 0.31736 -4.31703
Cl 0.07189 0.19390 -4.83088
C -1.79818 0.57350 -2.91586
O -0.87680 0.72135 -2.09124
C -3.20467 0.64023 -2.55822
C -3.67060 0.84845 -1.19507
O -3.04522 0.88750 -0.15485
C -4.21153 0.50376 -3.52013
H -2.32783 -0.01623 -6.27806
H -4.77696 0.98922 -1.15527
H -5.24719 0.57451 -3.20725
C 0.15230 5.89197 -0.00212
Te 1.18684 4.35733 1.10067
C -0.72452 3.40375 0.87840
C -1.72642 4.51480 0.81994
C -3.05524 4.33878 1.18844
C -3.93537 5.41189 1.17145
C -3.49480 6.66829 0.78442
C -2.17291 6.84865 0.40083
C -1.28783 5.77894 0.41045
H 0.23836 5.68216 -1.07028
H 0.57420 6.87795 0.18957
H -0.89410 2.73710 1.71760
H -0.72590 2.81380 -0.04109
H -3.38445 3.35266 1.49291
H -4.96646 5.26716 1.47158
H -4.17810 7.50981 0.78324
H -1.82451 7.82928 0.09508
F -3.00230 -2.78901 1.22960
C -2.44437 -3.99997 1.34969
F -3.12936 -4.83362 0.54626
F -2.65219 -4.41259 2.61199
S -0.62891 -3.93885 0.91442
O -0.13266 -5.27482 1.09197
O -0.16165 -2.94821 1.85779
O -0.70625 -3.46801 -0.45490

These are the natural (NBO) partial charges, in e, on atoms 1 to 4: atom 1 (Cs): 0.93, atom 2 (S): -0.48, atom 3 (C): -0.18, atom 4 (C): -0.24

***

Record 5
A molecular structure, C34H25BrCl4CoN4O2 at a distorted geometry. Source: the OMol25 dataset; level of theory: wB97M-V/def2-TZVPD.

As for the charge: -2. For the HOMO-LUMO gap (spin up / spin down), the calculation gives 0.1676 / 0.1914 hartree. Its spin multiplicity is 4. As for the expectation value of S²: 3.797. Its energy above the lowest of the compared OMol25 structures with the same formula, charge and spin is 30.7 kcal per mole.

Positions of all 71 atoms, in Å:
Co -0.24689 0.54330 0.35290
Cl 5.34513 0.85439 4.25947
C 3.67354 0.76122 3.79522
C 2.67876 0.76805 4.75215
Cl 3.10040 0.85777 6.43631
C 1.32905 0.72185 4.35738
Cl 0.07666 0.72823 5.56864
C 0.93462 0.67900 3.01394
O -0.27985 0.64493 2.60877
C 1.99212 0.66634 2.01271
O 1.64567 0.62146 0.76505
C 3.31834 0.70367 2.43430
Cl 4.55300 0.67659 1.20815
Br 4.41324 0.99434 -5.85808
C 2.94065 0.94284 -4.63304
C 3.18225 0.93335 -3.26417
C 2.11556 0.89099 -2.39184
C 0.77789 0.84865 -2.84934
C 0.58203 0.85899 -4.25154
C 1.65138 0.90505 -5.12946
N -0.22201 0.79727 -1.91888
C -1.50203 0.70351 -2.27078
C -2.49314 0.62866 -1.27755
C -3.88085 0.62922 -1.57704
C -4.80402 0.64249 -0.56846
C -4.35271 0.64585 0.76497
C -2.99244 0.60905 1.00181
N -2.07306 0.59533 0.03537
H 4.19602 0.95042 -2.88598
H 2.27801 0.86799 -1.32022
H -0.41736 0.83331 -4.66580
H 1.48151 0.90891 -6.19891
H -1.82895 0.69482 -3.31057
H -4.18396 0.63158 -2.61775
H -5.86580 0.65178 -0.78602
H -5.04924 0.64881 1.59261
H -2.60011 0.57451 2.01297
N -2.33739 6.28910 -2.11422
C -1.71512 5.66300 -1.37669
C -0.93767 4.92770 -0.44608
C -0.11929 5.58568 0.48302
C 0.61206 4.81699 1.35925
C 0.52235 3.43254 1.29931
N -0.25333 2.79853 0.41969
C -0.95986 3.52841 -0.42599
H -0.07901 6.66678 0.49593
H 1.25809 5.27683 2.09482
H 1.08956 2.80756 1.97820
H -1.58518 3.00372 -1.13918
C -1.27702 -2.43930 2.05120
C -0.16055 -2.55182 1.00350
C 1.18382 -2.62183 1.77390
C -0.19762 -1.33472 0.09815
C -0.28702 -3.82311 0.16753
C -1.30368 -4.75753 0.34647
C -1.40877 -5.88242 -0.46589
C -0.48780 -6.10911 -1.47438
C 0.55501 -5.20492 -1.64592
C 0.65368 -4.08809 -0.83461
H -1.16016 -1.48338 2.56314
H -1.22523 -3.25052 2.78844
H -2.26189 -2.44703 1.57610
H 1.24200 -1.79439 2.48005
H 2.03089 -2.53611 1.09178
H 1.26726 -3.56590 2.32613
H -0.05309 -1.59758 -0.95276
H -2.03813 -4.61073 1.12823
H -2.22203 -6.58371 -0.31009
H -0.58050 -6.97196 -2.12446
H 1.29250 -5.36437 -2.42469
H 1.46976 -3.39279 -0.98719

These are the Mulliken partial charges, in e, on atoms 1 to 4: atom 1 (Co): 0.09, atom 2 (Cl): -0.27, atom 3 (C): 0.41, atom 4 (C): 0.19

***

Record 6
A molecular structure, C34H25BrClCoN3O7S. Source: the OMol25 dataset; level of theory: wB97M-V/def2-TZVPD.

As for the charge: -1. For the HOMO-LUMO gap, the calculation gives 0.2169 hartree. Its energy above the lowest of the compared OMol25 structures with the same formula, charge and spin is 0.0 kcal per mole.

Positions of all 73 atoms, in Å:
Co -0.81237 -0.97640 -0.39425
C 1.78745 -4.23583 3.24807
C 1.57406 -2.86328 3.28553
C 0.62141 -2.28026 2.46624
C -0.12679 -3.10340 1.63757
C 0.06611 -4.47442 1.58894
C 1.03972 -5.03871 2.39787
N -1.11619 -2.48894 0.81232
N -2.25178 -2.98852 0.86902
C -3.17936 -2.27831 0.07319
C -4.50931 -2.63710 0.08300
C -5.38839 -1.85311 -0.64680
C -4.90194 -0.76395 -1.34935
C -3.54317 -0.48590 -1.31776
N -2.71032 -1.23953 -0.61731
H 2.54777 -4.68035 3.87765
H 2.16331 -2.23556 3.94139
H 0.44896 -1.21259 2.44621
H -0.52307 -5.07266 0.90745
H 1.21921 -6.10501 2.35771
H -4.82668 -3.48427 0.67225
H -6.44505 -2.08484 -0.65770
H -5.56118 -0.12296 -1.91677
H -3.08865 0.34132 -1.84660
O 0.12706 2.12990 -2.58536
C -0.00130 0.93569 -2.36307
O -0.87894 0.49499 -1.51157
C 0.80172 -0.06282 -3.16552
C 1.75390 0.47856 -4.02911
C 2.49859 -0.31092 -4.88426
C 2.28290 -1.68499 -4.88883
C 1.35489 -2.24029 -4.03128
C 0.61105 -1.44880 -3.15212
S -0.50411 -2.32889 -2.11837
H 1.87611 1.55345 -4.01123
H 3.23338 0.13593 -5.54189
H 2.85453 -2.32797 -5.54768
H 1.21622 -3.31354 -4.00037
C 3.71904 1.31908 -1.22407
C 2.86247 2.00076 -0.18816
C 2.36993 3.27211 -0.47006
C 1.62509 3.97428 0.45643
Cl 1.11391 5.60257 0.07456
C 1.29540 3.41516 1.67557
C 1.76126 2.14461 1.95971
C 2.55677 1.44642 1.05967
O 3.09016 0.27952 1.55213
C 3.27607 -0.86729 0.73637
C 2.14535 -1.29312 -0.20606
O 2.44430 -2.09654 -1.07370
O 1.00682 -0.77818 0.09065
H 3.93898 2.01790 -2.03063
H 3.22530 0.45142 -1.66650
H 4.66806 0.98843 -0.79918
H 2.58165 3.72122 -1.43123
H 0.67426 3.95283 2.38018
H 1.50865 1.66541 2.89582
H 3.38863 -1.69111 1.44501
H 4.19377 -0.80726 0.15333
Br -3.20411 1.90128 4.46977
C -2.74709 2.81895 2.86687
C -2.82065 4.20433 2.87428
C -2.49350 4.90963 1.72559
C -2.07178 4.23382 0.58961
C -1.95110 2.85475 0.61238
C -2.31052 2.12735 1.74800
C -2.22419 0.61755 1.62241
O -3.19267 -0.08386 1.89718
O -1.08583 0.24981 1.16574
H -3.13519 4.72021 3.77144
H -2.55729 5.99068 1.72741
H -1.79828 4.77799 -0.30286
H -1.56341 2.31354 -0.24486

These are the Mulliken partial charges, in e, on atoms 1 to 4: atom 1 (Co): -1.53, atom 2 (C): -0.44, atom 3 (C): -0.61, atom 4 (C): 0.08